(P)
Computed, not measured: a 11-piece molecular cluster, H22O11 overall, with wB97M-V/def2-TZVPD.

ORCA input file:
```
! wB97M-V def2-TZVPD RIJCOSX def2/J DEFGRID3
* xyz 0 1
O 2.294 1.757 1.397
H 2.548 2.637 1.676
H 1.543 1.895 0.820
O 1.883 -0.216 3.303
H 2.003 0.311 2.513
H 2.682 -0.073 3.810
O -1.413 -3.367 -2.333
H -2.313 -3.550 -2.062
H -1.336 -2.414 -2.282
O -2.535 -1.597 0.157
H -2.903 -0.919 0.724
H -1.783 -1.179 -0.261
O -0.103 -0.503 -0.335
H 0.128 0.071 0.395
H 0.387 -0.155 -1.080
O -0.716 2.981 2.136
H -1.657 3.092 2.001
H -0.438 2.403 1.425
O 0.356 2.594 -0.250
H -0.064 3.379 -0.603
H 0.993 2.341 -0.918
O -0.334 -3.507 0.869
H 0.195 -2.969 0.280
H -1.231 -3.206 0.729
O 1.695 1.070 -2.158
H 2.593 1.072 -1.828
H 1.731 0.529 -2.947
O -1.013 0.097 2.304
H -1.142 -0.667 2.866
H -0.368 0.630 2.767
O -0.294 -1.091 -4.515
H -0.739 -0.379 -4.973
H -0.651 -1.066 -3.627
*
```

Values from the calculation:
gap between HOMO and LUMO = 9.7 eV
LUMO level = -0.335 eV
highest occupied orbital energy = -10.07 eV

These are the Löwdin partial charges, in e, on atoms 1 to 5: number 1, O, carries -0.03; number 2, H, carries 0.07; number 3, H, carries -0.02; number 4, O, carries -0.06; number 5, H, carries -0.03


(Q)
Computed, not measured: a 11-piece molecular cluster, H22O11 overall, with wB97M-V/def2-TZVPD.

ORCA input file:
```
! wB97M-V def2-TZVPD RIJCOSX def2/J DEFGRID3
* xyz 0 1
H -0.148 -0.439 0.120
H -0.235 0.942 -0.442
H -4.599 -0.602 -0.860
H -5.041 -2.155 -0.469
H 3.383 4.126 -2.350
H 2.714 4.359 -0.969
H 3.267 -1.079 1.237
H 4.229 -1.844 0.295
H 0.416 3.338 2.579
H -0.736 3.980 2.087
H 3.808 0.196 0.065
H 2.342 0.907 0.004
H -1.472 -3.963 0.329
H -0.182 -4.576 0.066
H -3.256 1.525 0.627
H -3.706 0.100 1.104
H 0.528 -3.777 1.307
H 0.617 -2.300 1.357
H 2.696 -1.282 -1.502
H 4.239 -0.814 -1.529
H -4.564 1.018 -2.014
H -4.991 2.107 -1.199
O -0.527 0.346 0.263
O -5.113 -1.220 -0.248
O 2.811 3.715 -1.674
O 4.174 -1.258 1.072
O 0.133 4.166 2.433
O 3.265 0.962 -0.350
O -0.764 -3.964 -0.320
O -3.770 0.785 0.442
O 1.151 -3.099 1.280
O 3.611 -1.639 -1.510
O -4.282 1.436 -1.231
*
```

Values from the calculation:
gap between HOMO and LUMO = 9.5 eV
LUMO level = -0.168 eV
highest occupied orbital energy = -9.72 eV

These are the Löwdin partial charges, in e, on atoms 1 to 5: number 1, H, carries -0.06; number 2, H, carries 0.06; number 3, H, carries 0.05; number 4, H, carries 0.03; number 5, H, carries 0.05


Verdict on stability: (Q) comes out at the bottom.


(P)
Computed, not measured: a 11-piece molecular cluster, H22O11 overall, with wB97M-V/def2-TZVPD.

ORCA input file:
```
! wB97M-V def2-TZVPD RIJCOSX def2/J DEFGRID3
* xyz 0 1
O -1.199 -3.105 -0.123
H -1.473 -2.759 -1.054
H -2.040 -3.278 0.414
O -0.265 2.429 0.046
H -0.146 1.551 0.250
H 0.191 2.845 0.697
O 1.628 -1.711 -2.046
H 1.911 -0.970 -2.495
H 0.751 -1.906 -2.351
O -0.599 -0.012 -0.485
H -1.056 -0.697 -0.139
H 0.499 -0.063 -0.505
O 3.187 -0.504 1.085
H 2.385 -0.436 1.619
H 3.861 -0.631 1.687
O -4.170 0.045 0.071
H -3.674 -0.355 0.679
H -3.654 -0.180 -0.817
O -0.370 -1.777 2.288
H -0.843 -1.959 1.452
H 0.367 -2.344 2.516
O 3.146 2.223 0.836
H 2.487 1.345 1.064
H 2.680 3.145 0.702
O 0.900 0.065 2.157
H 1.275 0.308 2.900
H 0.435 -0.734 2.218
O 0.211 2.316 -2.723
H 0.733 3.070 -2.625
H -0.216 2.222 -1.712
O -2.566 0.388 -2.078
H -1.662 0.301 -1.490
H -2.722 1.159 -2.030
*
```

Values from the calculation:
gap between HOMO and LUMO = 10.2 eV
LUMO level = -0.515 eV
highest occupied orbital energy = -10.69 eV

These are the Löwdin partial charges, in e, on atoms 1 to 5: number 1, O, carries -0.10; number 2, H, carries 0.11; number 3, H, carries 0.10; number 4, O, carries 0.02; number 5, H, carries -0.05


(Q)
Computed, not measured: a 11-piece molecular cluster, H22O11 overall, with wB97M-V/def2-TZVPD.

ORCA input file:
```
! wB97M-V def2-TZVPD RIJCOSX def2/J DEFGRID3
* xyz 0 1
O 2.952 -0.549 -0.210
H 3.482 -1.332 -0.063
H 3.416 0.146 0.257
O 0.700 4.856 -1.551
H -0.042 4.352 -1.885
H 0.303 5.529 -0.998
O -2.049 2.581 -3.416
H -2.864 2.888 -3.814
H -1.543 2.228 -4.148
O 3.332 -1.652 3.615
H 4.065 -1.057 3.461
H 2.565 -1.081 3.664
O -3.925 2.302 1.843
H -3.624 2.756 1.056
H -3.258 2.496 2.501
O 1.688 -4.443 2.007
H 1.037 -3.897 2.448
H 2.531 -4.096 2.300
O -0.456 -3.969 -1.459
H -0.263 -3.269 -2.083
H -0.023 -3.696 -0.650
O 3.654 0.622 -3.335
H 3.216 0.392 -2.516
H 3.971 1.515 -3.195
O -0.514 -0.016 0.615
H 0.345 -0.349 0.356
H -0.626 0.784 0.100
O -5.269 0.262 -1.603
H -5.808 0.837 -2.147
H -4.368 0.486 -1.837
O -0.503 -1.911 3.675
H -0.892 -1.205 3.159
H -1.230 -2.507 3.854
*
```

Values from the calculation:
gap between HOMO and LUMO = 10.9 eV
LUMO level = -0.246 eV
highest occupied orbital energy = -11.13 eV

These are the Löwdin partial charges, in e, on atoms 1 to 5: number 1, O, carries -0.03; number 2, H, carries 0.05; number 3, H, carries 0.04; number 4, O, carries -0.05; number 5, H, carries 0.01


(R)
Computed, not measured: a 11-piece molecular cluster, H22O11 overall, with wB97M-V/def2-TZVPD.

ORCA input file:
```
! wB97M-V def2-TZVPD RIJCOSX def2/J DEFGRID3
* xyz 0 1
H 0.497 -0.626 -0.680
H -0.475 0.273 0.090
H -2.897 0.143 0.999
H -3.284 0.208 -0.570
H 0.560 3.218 -2.561
H -0.128 4.574 -2.534
H -2.928 -3.073 -1.889
H -3.067 -2.395 -3.270
H -0.072 2.111 1.699
H 0.910 2.106 0.586
H 2.451 2.033 -1.036
H 1.063 1.746 -0.973
H -1.479 3.916 0.507
H -1.441 2.998 -0.667
H 3.162 -3.416 1.546
H 1.746 -2.905 1.334
H 2.597 -0.067 1.839
H 2.920 0.484 0.379
H -1.952 -2.871 0.767
H -0.837 -2.235 -0.124
H 1.235 -2.687 2.970
H 0.829 -4.187 2.833
O -0.331 -0.610 -0.157
O -2.907 0.679 0.218
O 0.283 3.944 -3.130
O -2.561 -3.013 -2.710
O 0.740 2.490 1.474
O 1.607 2.264 -1.544
O -1.008 3.850 -0.329
O 2.546 -3.190 0.913
O 3.024 0.608 1.388
O -1.360 -3.024 -0.052
O 0.555 -3.348 2.685
*
```

Values from the calculation:
gap between HOMO and LUMO = 9.9 eV
LUMO level = -0.590 eV
highest occupied orbital energy = -10.52 eV

These are the Löwdin partial charges, in e, on atoms 1 to 5: number 1, H, carries 0.09; number 2, H, carries -0.01; number 3, H, carries 0.03; number 4, H, carries 0.08; number 5, H, carries -0.04


(S)
Computed, not measured: H22O11 as an isolated structure, with wB97M-V/def2-TZVPD.

ORCA input file:
```
! wB97M-V def2-TZVPD RIJCOSX def2/J DEFGRID3
* xyz 0 1
O 2.118 0.444 -0.454
H 1.523 1.025 -0.929
H 2.834 1.012 -0.172
O -0.069 2.916 0.375
H 0.057 2.004 0.634
H 0.787 3.194 0.049
O -2.326 0.195 1.241
H -1.997 0.531 2.075
H -1.932 0.765 0.580
O -1.498 0.465 -2.525
H -1.097 0.495 -1.657
H -1.015 -0.219 -2.989
O -0.143 -0.690 -0.392
H -0.441 0.099 0.061
H 0.809 -0.677 -0.295
O 0.489 0.888 1.179
H -0.284 0.735 1.722
H 1.126 1.284 1.773
O 1.704 -1.853 1.888
H 1.723 -0.992 2.307
H 1.965 -1.685 0.982
O -2.345 -2.271 0.446
H -1.755 -1.838 -0.171
H -2.048 -1.978 1.308
O -0.842 -1.698 -1.988
H -0.358 -1.673 -1.162
H -0.238 -2.106 -2.608
O -1.776 1.697 0.089
H -1.020 2.274 0.202
H -2.346 2.165 -0.521
O 2.536 -1.786 -0.407
H 2.382 -0.842 -0.378
H 3.478 -1.880 -0.266
*
```

Values from the calculation:
gap between HOMO and LUMO = 7.6 eV
LUMO level = -1.352 eV
highest occupied orbital energy = -8.98 eV

These are the Löwdin partial charges, in e, on atoms 1 to 5: number 1, O, carries 0.02; number 2, H, carries 0.11; number 3, H, carries 0.13; number 4, O, carries 0.06; number 5, H, carries -0.08


Verdict on stability: (S) comes out at the bottom.


(P)
Computed, not measured: a 11-piece molecular cluster, H22O11 overall, with wB97M-V/def2-TZVPD.

ORCA input file:
```
! wB97M-V def2-TZVPD RIJCOSX def2/J DEFGRID3
* xyz 0 1
O 13.559 5.194 -6.024
H 12.811 5.292 -5.435
H 13.217 5.427 -6.887
O 17.248 1.601 -9.352
H 17.124 0.810 -9.877
H 16.360 1.909 -9.169
O 13.024 4.249 -10.887
H 13.929 4.555 -10.825
H 12.629 4.801 -11.562
O 15.249 3.371 -8.052
H 15.489 3.135 -7.156
H 14.354 3.702 -7.982
O 15.975 5.048 -10.479
H 15.909 4.511 -9.690
H 16.644 4.614 -11.009
O 15.778 5.604 -4.612
H 16.216 4.880 -5.060
H 14.880 5.583 -4.943
O 18.499 4.214 -7.420
H 18.337 3.271 -7.404
H 18.802 4.420 -6.535
O 16.229 2.668 -5.353
H 15.275 2.613 -5.291
H 16.539 2.466 -4.471
O 12.105 5.328 -8.421
H 12.159 4.901 -9.276
H 11.190 5.598 -8.345
O 13.634 1.325 -5.669
H 13.399 1.086 -6.566
H 13.853 0.493 -5.249
O 18.375 1.383 -6.880
H 17.680 1.862 -6.429
H 18.126 1.414 -7.804
*
```

Values from the calculation:
gap between HOMO and LUMO = 10.3 eV
LUMO level = 0.023 eV
highest occupied orbital energy = -10.24 eV

These are the Löwdin partial charges, in e, on atoms 1 to 5: number 1, O, carries -0.04; number 2, H, carries 0.06; number 3, H, carries 0.01; number 4, O, carries -0.03; number 5, H, carries 0.06


(Q)
Computed, not measured: a 11-piece molecular cluster, H22O11 overall, with wB97M-V/def2-TZVPD.

ORCA input file:
```
! wB97M-V def2-TZVPD RIJCOSX def2/J DEFGRID3
* xyz 0 1
O 0.523 -30.512 -7.497
H 0.200 -29.666 -7.164
H -0.095 -31.168 -7.148
O 2.740 -34.839 -6.303
H 2.657 -34.158 -7.010
H 3.616 -34.737 -5.880
O 5.999 -30.279 -8.285
H 6.286 -30.193 -7.374
H 5.042 -30.445 -8.220
O 1.652 -29.343 -9.930
H 1.351 -28.443 -10.097
H 1.531 -29.473 -8.981
O 3.319 -29.268 -4.767
H 2.571 -29.656 -4.291
H 2.977 -28.439 -5.126
O 1.888 -33.749 -8.590
H 1.455 -34.602 -8.706
H 1.403 -33.160 -9.205
O 5.124 -34.462 -5.112
H 6.043 -34.489 -5.395
H 5.139 -34.034 -4.245
O 0.314 -31.975 -10.046
H 0.516 -31.284 -9.387
H -0.473 -31.640 -10.485
O 6.169 -29.008 -5.402
H 5.209 -28.941 -5.293
H 6.530 -28.836 -4.527
O 4.867 -31.046 -3.272
H 4.296 -30.602 -3.918
H 5.372 -30.336 -2.865
O 3.373 -30.719 -7.377
H 2.444 -30.962 -7.520
H 3.437 -30.489 -6.440
*
```

Values from the calculation:
gap between HOMO and LUMO = 8.7 eV
LUMO level = -0.851 eV
highest occupied orbital energy = -9.54 eV

These are the Löwdin partial charges, in e, on atoms 1 to 5: number 1, O, carries -0.05; number 2, H, carries 0.08; number 3, H, carries 0.09; number 4, O, carries -0.12; number 5, H, carries -0.01


Verdict on stability: (Q) comes out at the bottom.